(1)
Formula: C49H44CrIN6O2P2Se2
Source: OMol25
Level of theory: ωB97M-V/def2-TZVPD

Cartesian coordinates (Å):
Cr1 -1.54652 -0.87347 -0.65895
C1 -3.83130 -3.11145 -4.69037
C2 -4.30106 -1.88214 -3.96688
N1 -5.38688 -1.26531 -4.43129
C3 -5.80447 -0.16301 -3.80552
C4 -5.20250 0.38359 -2.68470
C5 -5.74459 1.63263 -2.06190
O1 -4.83662 2.70015 -2.33421
C6 -4.07633 -0.26114 -2.16775
C7 -3.32259 0.20655 -0.97225
N2 -3.31338 -0.63676 0.14097
C8 -3.49032 -0.16860 1.43531
C9 -4.23165 0.97826 1.74126
C10 -4.37079 1.42126 3.04425
C11 -3.78603 0.72968 4.09843
C12 -3.07981 -0.43521 3.82996
C13 -2.95637 -0.87206 2.52212
I1 -1.93064 -2.65927 2.12879
C14 -3.64519 -1.37682 -2.85291
O2 -2.47344 -2.00562 -2.37543
H1 -4.57240 -3.37385 -5.44079
H2 -3.70125 -3.95194 -4.00466
H3 -2.87259 -2.93661 -5.18507
H4 -6.68962 0.30873 -4.22329
H5 -5.86346 1.48360 -0.98502
H6 -6.72938 1.84639 -2.48471
H7 -5.12180 3.48323 -1.85353
H8 -3.31649 1.28141 -0.82778
H9 -4.67244 1.54204 0.92727
H10 -4.93360 2.32674 3.23861
H11 -3.88048 1.08598 5.11656
H12 -2.63479 -1.00784 4.63380
C15 -0.23989 -5.20888 -0.68877
N3 -1.17676 -4.36295 -1.41846
C16 -2.54803 -4.75365 -1.11148
C17 -0.89310 -4.36040 -2.85815
C18 -0.56263 -2.99990 -3.43907
C19 0.58263 -2.82474 -4.20467
C20 0.94639 -1.58157 -4.70687
C21 0.14545 -0.47926 -4.45656
C22 -1.01679 -0.62817 -3.71287
C23 -1.34214 -1.87650 -3.21177
H13 -0.31312 -6.26784 -0.98672
H14 -0.44933 -5.14256 0.38042
H15 0.78385 -4.87115 -0.85001
H16 -2.75594 -5.79481 -1.40759
H17 -3.25337 -4.09925 -1.61898
H18 -2.72142 -4.65860 -0.03993
H19 -1.72595 -4.80057 -3.41624
H20 -0.03161 -5.00276 -3.04879
H21 1.22120 -3.68349 -4.38103
H22 1.85780 -1.47418 -5.28110
H23 0.41536 0.49736 -4.83994
H24 -1.66955 0.21589 -3.52211
Se1 1.80816 5.34346 0.65817
P1 1.83367 3.53181 1.71244
C24 3.54217 2.92844 1.87098
C25 4.14617 2.70862 3.10595
C26 5.51210 2.46457 3.18043
C27 6.28086 2.42773 2.02683
C28 5.68616 2.65216 0.79054
C29 4.32883 2.92194 0.71745
C30 1.16698 3.58401 3.39862
C31 0.64844 4.76795 3.90116
C32 0.04657 4.78057 5.15503
C33 -0.04393 3.61199 5.89592
C34 0.46763 2.42241 5.38860
C35 1.06659 2.40634 4.13992
C36 0.71758 2.27821 0.99758
C37 0.68835 1.00785 0.43834
N4 -0.62820 0.72662 0.20519
N5 -1.34617 1.77545 0.58027
N6 -0.57079 2.70372 1.05139
P2 1.87158 -0.26152 0.05956
Se2 0.83187 -2.01547 -0.60647
C38 2.79136 -0.63303 1.56165
C39 4.17523 -0.62315 1.66125
C40 4.78015 -1.03067 2.84486
C41 4.00716 -1.42956 3.92299
C42 2.61891 -1.43093 3.82554
C43 2.00942 -1.04243 2.64574
C44 2.94438 0.30511 -1.27144
C45 2.57516 1.41578 -2.02358
C46 3.32681 1.77742 -3.13423
C47 4.43742 1.02888 -3.49667
C48 4.79178 -0.09680 -2.76080
C49 4.04067 -0.46808 -1.65633
H25 3.56235 2.76006 4.01476
H26 5.97622 2.31015 4.14740
H27 7.34735 2.24389 2.09146
H28 6.28374 2.65316 -0.11386
H29 3.88374 3.19599 -0.22734
H30 0.71560 5.66845 3.30298
H31 -0.35990 5.70457 5.54654
H32 -0.52109 3.62267 6.86857
H33 0.39041 1.50708 5.96256
H34 1.44490 1.47396 3.73548
H35 4.78350 -0.28267 0.83501
H36 5.85952 -1.02008 2.92462
H37 4.48455 -1.74307 4.84333
H38 2.01209 -1.74722 4.66498
H39 0.92780 -1.06978 2.55621
H40 1.71317 2.00644 -1.73373
H41 3.04528 2.64977 -3.71156
H42 5.02558 1.31704 -4.35971
H43 5.64787 -0.69126 -3.05483
H44 4.28997 -1.36970 -1.10936

Properties
- highest occupied orbital energy (alpha / beta) (hartree) = -0.27661 / -0.25443
- LUMO (alpha / beta) (eV) = 0.117 / 0.103
- HOMO-LUMO gap (alpha / beta) (eV) = 7.64 / 7.03
- net charge = 0
- spin multiplicity = 4

(2)
Formula: C49H45AsCoN3O7S2Se
Source: OMol25
Level of theory: ωB97M-V/def2-TZVPD

Cartesian coordinates (Å):
Co1 -0.12760 -0.50191 -0.56606
O1 0.21253 -0.12311 -2.58853
S1 -0.06600 -0.36727 -4.05588
C1 -1.74344 -1.01707 -4.12554
C2 -2.76547 -0.16108 -3.39454
C3 -4.06826 -0.94196 -3.12805
C4 -4.50996 -0.91758 -1.67174
S2 -3.47846 -1.81560 -0.48122
O2 -2.10710 -1.17994 -0.50141
C5 -3.32774 -3.38357 -1.30313
C6 -4.47829 -4.11078 -1.59438
C7 -4.34693 -5.35898 -2.17805
C8 -3.08350 -5.87256 -2.45104
C9 -1.94893 -5.14265 -2.13514
C10 -2.06090 -3.88591 -1.54968
C11 -0.29906 1.26481 -4.73847
C12 -1.07047 1.48918 -5.87073
C13 -1.14273 2.77169 -6.39384
C14 -0.44307 3.81256 -5.79811
C15 0.34312 3.57251 -4.68075
C16 0.42389 2.29326 -4.14815
H1 -1.62746 -1.99351 -3.64575
H2 -1.98575 -1.19237 -5.17492
H3 -2.97084 0.74762 -3.96030
H4 -2.32470 0.14550 -2.44632
H5 -3.96595 -1.98159 -3.44595
H6 -4.88166 -0.52654 -3.72452
H7 -5.50696 -1.34195 -1.53906
H8 -4.53130 0.09845 -1.26754
H9 -5.46429 -3.72404 -1.36839
H10 -5.23113 -5.93457 -2.41479
H11 -2.98856 -6.85090 -2.90170
H12 -0.96639 -5.55013 -2.33129
H13 -1.17952 -3.32105 -1.28503
H14 -1.60860 0.68546 -6.35585
H15 -1.74579 2.95595 -7.27227
H16 -0.50161 4.80839 -6.21546
H17 0.91060 4.37822 -4.23390
H18 1.05989 2.08439 -3.29785
O3 0.27033 0.14011 1.25103
As1 -0.39494 0.54717 2.73312
C17 -1.82161 1.79202 2.41091
C18 -1.72065 3.11547 2.83004
C19 -2.72869 4.01806 2.51412
C20 -3.82994 3.60361 1.77991
C21 -3.92900 2.28403 1.35616
C22 -2.92788 1.37726 1.66643
C23 -0.96353 -1.00242 3.67821
C24 -0.27843 -1.38247 4.82769
C25 -0.65429 -2.54184 5.49181
C26 -1.70135 -3.31061 5.00768
C27 -2.37786 -2.93121 3.85472
C28 -2.01149 -1.77664 3.18483
C29 0.96582 1.43888 3.71623
C30 0.71151 2.00337 4.96483
C31 1.73585 2.65089 5.63759
C32 3.00108 2.72828 5.06692
C33 3.25197 2.15218 3.82986
C34 2.23288 1.49957 3.14823
H19 -0.86445 3.44521 3.40480
H20 -2.65807 5.04366 2.85166
H21 -4.61845 4.30615 1.54607
H22 -4.79566 1.96341 0.79271
H23 -2.99963 0.35401 1.31993
H24 0.54736 -0.79071 5.20129
H25 -0.12460 -2.84563 6.38412
H26 -1.99011 -4.21407 5.52732
H27 -3.18891 -3.53916 3.47705
H28 -2.53060 -1.49870 2.27709
H29 -0.27196 1.93368 5.41625
H30 1.55093 3.08877 6.60898
H31 3.79813 3.22981 5.59932
H32 4.24406 2.19659 3.40032
H33 2.41591 1.01823 2.19617
O4 2.20175 -0.70320 -0.51759
C35 1.91461 -1.92618 -0.52049
O5 0.70371 -2.30760 -0.54745
C36 2.98127 -2.95966 -0.45348
C37 4.21991 -2.74146 -1.04483
C38 5.19607 -3.72692 -1.00394
C39 4.94740 -4.92664 -0.35506
C40 3.70965 -5.11170 0.23377
C41 2.71285 -4.16142 0.18770
N1 3.43239 -6.38672 0.93035
O6 2.32512 -6.52849 1.40641
O7 4.32738 -7.19889 0.98122
H34 4.41648 -1.79669 -1.53483
H35 6.15575 -3.56050 -1.47274
H36 5.69002 -5.70869 -0.29999
H37 1.75439 -4.35317 0.64778
C42 0.63325 5.12196 0.43811
N2 1.46418 3.96286 0.13711
C43 1.05955 2.75959 -0.32328
Se1 -0.68972 2.28078 -0.73836
N3 2.13057 1.97179 -0.46943
C44 3.25533 2.65337 -0.07594
C45 4.59660 2.27039 -0.01888
C46 5.47693 3.21943 0.44285
C47 5.05030 4.50849 0.83675
C48 3.72959 4.88731 0.78433
C49 2.83315 3.92477 0.31616
H38 -0.40131 4.89042 0.20427
H39 0.96480 5.96905 -0.15930
H40 0.72319 5.36094 1.49632
H41 2.09821 0.95878 -0.68808
H42 4.91478 1.28129 -0.31739
H43 6.52866 2.97681 0.50686
H44 5.78800 5.21706 1.18674
H45 3.40986 5.87451 1.08632

Properties
- highest occupied orbital energy (alpha / beta) (hartree) = -0.49678 / -0.49801
- LUMO (alpha / beta) (eV) = -4.467 / -7.944
- HOMO-LUMO gap (alpha / beta) (eV) = 9.05 / 5.61
- relative energy (zero: lowest compared OMol25 entry of this formula, charge and spin) (kcal per mole) = 0.0
- net charge = +2
- spin multiplicity = 5

(3)
Formula: C49H45AsN7S2SeTc
Source: OMol25
Level of theory: ωB97M-V/def2-TZVPD

Cartesian coordinates (Å):
Tc1 -1.06431 -0.38888 1.10611
C1 2.97123 1.77726 2.02675
C2 2.72833 2.04084 3.31822
C3 1.56679 1.50892 3.97778
C4 0.63916 0.78395 3.32035
N1 0.88212 0.28034 1.98483
C5 2.21528 0.76102 1.27720
C6 -0.67994 0.47069 3.88643
C7 -1.02569 0.65237 5.22412
C8 -2.30938 0.34484 5.63825
C9 -3.24184 -0.10030 4.71064
C10 -2.84953 -0.25284 3.39316
N2 -1.58198 0.00145 3.00751
C11 -3.72066 -0.66137 2.27788
C12 -5.09438 -0.81622 2.37752
C13 -5.82308 -1.16367 1.25131
C14 -5.15679 -1.34187 0.04751
C15 -3.78964 -1.15845 0.01190
N3 -3.07809 -0.82689 1.09594
H1 3.74702 2.30162 1.48970
H2 3.35108 2.74054 3.85864
H3 1.38067 1.81462 4.99721
H4 2.10622 -0.16208 -0.64385
H5 -0.29976 1.00443 5.94084
H6 -2.58307 0.45835 6.67794
H7 -4.24748 -0.33637 5.02617
H8 -5.59331 -0.64687 3.32024
H9 -6.89489 -1.29232 1.31227
H10 -5.68900 -1.61268 -0.85257
H11 -3.23418 -1.26818 -0.90954
Se1 -0.54763 -3.54524 -2.40695
N4 -0.61645 -4.88098 -1.28799
C16 -0.66165 -4.48476 -0.02426
C17 -0.75833 -5.28762 1.13287
C18 -0.82789 -4.64208 2.35287
C19 -0.81418 -3.24988 2.45357
N5 -0.72409 -2.44766 1.37719
C20 -0.63789 -3.07464 0.18904
N6 -0.55391 -2.33141 -0.92419
H12 -0.79665 -6.36350 1.04061
H13 -0.91450 -5.22146 3.26132
H14 -0.88736 -2.76340 3.41759
C21 6.15583 -3.68472 1.66116
C22 5.13788 -4.31309 2.36322
C23 3.93533 -3.65923 2.57191
C24 3.73358 -2.36892 2.07800
C25 4.76956 -1.74439 1.37891
C26 5.96709 -2.40038 1.16485
C27 2.44081 -1.72934 2.30099
C28 2.04661 -0.54549 1.87153
C29 2.28377 0.86504 -0.29779
C30 3.66029 1.30292 -0.71157
C31 3.90506 2.51582 -1.27077
C32 2.86009 3.41327 -1.57210
C33 1.52899 2.98398 -1.40022
C34 1.24022 1.77302 -0.85605
H15 7.09759 -4.19216 1.50340
H16 5.28053 -5.31214 2.75179
H17 3.14192 -4.14648 3.12675
H18 4.62648 -0.73698 1.01313
H19 6.75929 -1.91319 0.61208
H20 1.71552 -2.31919 2.85530
H21 4.48734 0.63486 -0.51083
H22 4.92092 2.79893 -1.51584
H23 3.07749 4.38827 -1.98400
H24 0.71498 3.60738 -1.75468
H25 0.22046 1.43089 -0.81832
N7 -0.62206 -0.99618 -0.75232
S1 0.38531 0.10362 -3.72696
C35 0.37034 -1.29960 -4.76991
C36 1.46460 -2.17567 -4.65865
C37 1.47677 -3.33241 -5.40722
C38 0.41007 -3.62424 -6.25835
C39 -0.67123 -2.74645 -6.36998
C40 -0.70239 -1.58447 -5.62932
C41 -0.68147 1.25596 -4.52358
C42 -1.68615 1.87431 -3.77869
C43 -2.50012 2.79954 -4.40555
C44 -2.30592 3.11033 -5.74910
C45 -1.28746 2.50104 -6.47492
C46 -0.46628 1.56916 -5.86830
H26 -0.48217 -0.51769 -1.64159
H27 2.30464 -1.92155 -4.02424
H28 2.32536 -3.99982 -5.34704
H29 0.43086 -4.53036 -6.84911
H30 -1.48801 -2.96957 -7.04254
H31 -1.53725 -0.90396 -5.72314
H32 -1.83155 1.63230 -2.73163
H33 -3.29628 3.27481 -3.84893
H34 -2.93984 3.84275 -6.23022
H35 -1.13080 2.75453 -7.51425
H36 0.34061 1.10373 -6.41948
C47 -1.91599 5.18167 -0.07822
As1 -1.61504 3.85083 1.28596
C48 0.13275 4.23646 2.01561
C49 -2.93740 4.20231 2.64799
S2 -2.00347 1.92650 0.42572
H37 -1.85363 6.16627 0.38539
H38 -2.90515 5.04879 -0.51164
H39 -1.16160 5.10175 -0.85693
H40 0.12964 5.28110 2.32869
H41 0.88870 4.08834 1.24774
H42 0.34531 3.60709 2.87409
H43 -2.82453 5.22664 3.00311
H44 -2.83408 3.51159 3.48276
H45 -3.92311 4.08218 2.20179

Properties
- highest occupied orbital energy (alpha / beta) (hartree) = -0.51461 / -0.52298
- LUMO (alpha / beta) (eV) = -9.959 / -9.958
- HOMO-LUMO gap (alpha / beta) (eV) = 4.04 / 4.27
- net charge = +3
- spin multiplicity = 2

(4)
Formula: C49H47BrFN9OPSiTi
Source: OMol25
Level of theory: ωB97M-V/def2-TZVPD

Cartesian coordinates (Å):
Ti1 0.14803 -1.52132 -0.22824
N1 2.51525 -3.29452 1.68790
C1 2.69196 -1.91698 1.67944
C2 3.77749 -1.40799 2.40662
C3 3.99365 -0.05057 2.45967
C4 3.14014 0.79675 1.76032
C5 2.10420 0.21383 1.07400
N2 1.82916 -1.10147 1.06655
C6 2.34943 -4.14091 0.59463
C7 2.61680 -5.50176 0.77221
C8 2.53192 -6.32595 -0.32923
C9 2.21665 -5.78081 -1.56766
C10 1.94369 -4.42939 -1.62381
N3 1.97452 -3.62324 -0.55943
H1 2.98398 -3.73916 2.45964
H2 4.45344 -2.10448 2.88371
H3 4.83628 0.34117 3.01443
H4 3.26115 1.86901 1.72729
H5 1.42882 0.83737 0.50851
H6 2.88285 -5.88947 1.74689
H7 2.71625 -7.38696 -0.22269
H8 2.14262 -6.38867 -2.45701
H9 1.65603 -3.95545 -2.55522
O1 3.08600 -0.91054 -1.39542
C11 1.90451 -1.06813 -1.66023
C12 1.55304 -0.92223 -3.13511
C13 2.20930 -1.60451 -4.15208
C14 1.85596 -1.36534 -5.47029
C15 0.87849 -0.42115 -5.77887
C16 0.25305 0.29221 -4.76893
C17 0.58488 0.02963 -3.44212
P1 -0.06441 0.87551 -1.98125
C18 -1.47608 1.84012 -2.62169
C19 -2.57605 1.15648 -3.14162
C20 -3.67776 1.85307 -3.61236
C21 -3.70561 3.23930 -3.56496
C22 -2.61309 3.92961 -3.06056
C23 -1.50310 3.23523 -2.60009
C24 1.18008 2.15692 -1.60118
C25 2.38953 2.27901 -2.27409
C26 3.33794 3.20130 -1.85125
C27 3.09151 4.00874 -0.75225
C28 1.88859 3.88969 -0.06608
C29 0.94492 2.96810 -0.48787
H10 2.99051 -2.31176 -3.90028
H11 2.34868 -1.90582 -6.26878
H12 0.61127 -0.23461 -6.81064
H13 -0.49448 1.03954 -5.00614
H14 -2.57587 0.07535 -3.16065
H15 -4.52195 1.30619 -4.01135
H16 -4.56924 3.78013 -3.93015
H17 -2.61666 5.01221 -3.03518
H18 -0.65565 3.79033 -2.22168
H19 2.61031 1.63545 -3.11619
H20 4.27631 3.27928 -2.38449
H21 3.83446 4.72506 -0.42599
H22 1.68420 4.50750 0.79870
H23 0.02071 2.85970 0.07118
C30 0.24745 -2.70490 3.69163
Si1 -1.08530 -3.19904 2.46189
C31 -2.48797 -1.99016 2.72432
C32 -1.78243 -4.79288 3.17931
N4 -0.49504 -3.25970 0.80996
C33 -0.87771 -4.26265 -0.06981
C34 -1.14786 -5.60753 0.25022
C35 -1.51408 -6.55236 -0.69508
C36 -1.61544 -6.23049 -2.04045
C37 -1.28460 -4.93975 -2.42450
C38 -0.91558 -4.04558 -1.45336
F1 -0.41699 -2.82593 -1.91932
H24 -0.27180 -2.46814 4.62464
H25 0.84760 -1.83490 3.43359
H26 0.91827 -3.54090 3.89757
H27 -2.72312 -1.99282 3.79270
H28 -3.36776 -2.32772 2.17299
H29 -2.28154 -0.97066 2.40659
H30 -2.14295 -4.50755 4.17226
H31 -1.05846 -5.59624 3.31633
H32 -2.63319 -5.18006 2.62026
H33 -1.04253 -5.92379 1.27173
H34 -1.71294 -7.56457 -0.36639
H35 -1.91405 -6.96321 -2.77634
H36 -1.28155 -4.61700 -3.45700
Br1 -2.45135 -1.18161 -0.55960
C39 -2.72978 1.97837 0.63606
C40 -1.76899 1.77234 1.75316
N5 -0.78535 0.89885 1.79265
C41 -0.22961 1.01339 3.04854
C42 -0.87148 1.96144 3.77101
N6 -1.86226 2.44789 2.94276
C43 -2.68467 3.59253 3.23355
N7 -1.94048 4.82948 3.21846
N8 -1.37363 5.24496 4.37510
N9 -0.60578 6.23732 4.15304
C44 -0.62798 6.50296 2.79789
C45 0.02808 7.50182 2.06853
C46 -0.20043 7.53881 0.71578
C47 -1.06141 6.60481 0.09449
C48 -1.71451 5.62352 0.79940
C49 -1.47906 5.59353 2.18198
H37 -2.28500 1.64983 -0.29755
H38 -3.04081 3.01552 0.53178
H39 -3.61894 1.36313 0.78542
H40 0.59680 0.39964 3.36237
H41 -0.72180 2.35051 4.76234
H42 -3.10660 3.50532 4.23345
H43 -3.49624 3.64800 2.51237
H44 0.68017 8.21046 2.55910
H45 0.27822 8.29388 0.10750
H46 -1.20260 6.65811 -0.97732
H47 -2.36351 4.92313 0.29541

Properties
- highest occupied orbital energy (alpha / beta) (hartree) = -0.25336 / -0.25602
- LUMO (alpha / beta) (eV) = 0.293 / 0.296
- HOMO-LUMO gap (alpha / beta) (eV) = 7.19 / 7.26
- relative energy (zero: lowest compared OMol25 entry of this formula, charge and spin) (kcal per mole) = 25.3
- net charge = 0
- spin multiplicity = 2

It is found that the maximum force values, taken in the order of the records, are 0.43; 0.41; 1.31; 1.01 eV Å⁻¹.